{
  "formula": "C47H49BBrClN9O5P3Sr",
  "method": "wB97M-V/def2-TZVPD",
  "species": ["Sr", "C", "P", "C", "C", "C", "C", "C", "C", "C", "P", "C", "C", "H", "H", "H", "H", "H", "H", "H", "H", "H", "H", "H", "H", "H", "H", "H", "H", "Cl", "C", "C", "C", "C", "C", "C", "P", "C", "C", "C", "C", "C", "C", "C", "C", "C", "C", "C", "C", "H", "H", "H", "H", "H", "H", "H", "H", "H", "H", "H", "H", "H", "H", "N", "C", "N", "N", "N", "N", "C", "N", "N", "N", "N", "H", "O", "H", "H", "Br", "C", "C", "C", "C", "C", "C", "C", "O", "O", "H", "H", "H", "H", "C", "C", "C", "C", "C", "C", "C", "C", "O", "B", "O", "C", "C", "H", "H", "H", "H", "H", "H", "H", "H", "H", "H", "H", "H"],
  "coordinates": [[1.0916, 1.7404, -1.8509], [-3.7726, 3.7671, -1.5796], [-2.7294, 2.3021, -1.2125], [-3.9297, 0.9791, -1.6104], [-2.7227, 2.3039, 0.6317], [-3.7215, 1.6703, 1.3634], [-3.6629, 1.5720, 2.7456], [-2.5910, 2.1275, 3.4175], [-1.6022, 2.7830, 2.7009], [-1.6490, 2.8806, 1.3133], [-0.2801, 3.6744, 0.3641], [-0.7379, 5.4492, 0.3447], [1.0666, 3.7505, 1.6070], [-4.7588, 3.6862, -1.1108], [-3.8760, 3.8522, -2.6611], [-3.2808, 4.6762, -1.2437], [-4.9133, 1.0996, -1.1499], [-3.4987, 0.0178, -1.3362], [-4.0599, 0.9801, -2.6939], [-4.5497, 1.2139, 0.8381], [-4.4407, 1.0456, 3.2869], [-2.5072, 2.0350, 4.4939], [-0.7608, 3.1991, 3.2365], [-1.0149, 5.7983, 1.3445], [-1.5429, 5.6310, -0.3636], [0.1289, 6.0064, -0.0134], [0.8185, 4.3592, 2.4803], [1.9259, 4.1898, 1.0953], [1.3408, 2.7437, 1.9230], [-0.8228, -0.6572, -4.1594], [-2.0349, -1.8909, -4.3045], [-2.5944, -2.0992, -5.5628], [-3.5548, -3.0828, -5.7275], [-3.9477, -3.8562, -4.6422], [-3.3777, -3.6403, -3.4018], [-2.4110, -2.6547, -3.1984], [-1.6859, -2.2621, -1.5588], [-2.7757, -3.2544, -0.4647], [-3.8339, -2.6074, 0.1656], [-4.6916, -3.2990, 1.0059], [-4.4916, -4.6504, 1.2463], [-3.4284, -5.3033, 0.6410], [-2.5802, -4.6093, -0.2070], [-0.2104, -3.3203, -1.5375], [0.4982, -3.3639, -0.3360], [1.6369, -4.1373, -0.2204], [2.0989, -4.8605, -1.3106], [1.4167, -4.8028, -2.5133], [0.2643, -4.0378, -2.6264], [-2.2650, -1.4844, -6.3869], [-3.9930, -3.2422, -6.7042], [-4.6969, -4.6282, -4.7617], [-3.6908, -4.2475, -2.5614], [-3.9818, -1.5476, 0.0192], [-5.5079, -2.7742, 1.4884], [-5.1528, -5.1896, 1.9139], [-3.2548, -6.3555, 0.8313], [-1.7468, -5.1208, -0.6720], [0.1544, -2.7850, 0.5155], [2.1778, -4.1468, 0.7162], [3.0107, -5.4381, -1.2314], [1.7910, -5.3360, -3.3781], [-0.2563, -4.0066, -3.5756], [1.2311, 3.1929, -5.4935], [0.3918, 3.8797, -4.6268], [-0.0443, 5.0942, -4.9450], [-0.8650, 5.4092, -3.9225], [-0.9125, 4.4504, -3.0695], [-0.1142, 3.4225, -3.4910], [1.9911, 2.0601, -5.2772], [2.9457, 1.7129, -6.1389], [3.4279, 0.5610, -5.6377], [2.8038, 0.2545, -4.5569], [1.8598, 1.1917, -4.2821], [1.5634, 3.7537, -6.2589], [2.9848, -1.5308, -2.2733], [3.0908, -0.8557, -1.5876], [3.0080, -1.0155, -3.1090], [9.6233, 3.9839, -0.0410], [7.8087, 3.5164, -0.3902], [7.0548, 2.9396, 0.6148], [5.7400, 2.5915, 0.3473], [5.1798, 2.8364, -0.9000], [5.9554, 3.4208, -1.8911], [7.2775, 3.7561, -1.6449], [3.7451, 2.4601, -1.1629], [2.9413, 3.3917, -1.3956], [3.4383, 1.2540, -1.1310], [7.4896, 2.7552, 1.5879], [5.1427, 2.1141, 1.1131], [5.5265, 3.6129, -2.8651], [7.8859, 4.2000, -2.4205], [0.5674, -0.7313, 7.0582], [1.1045, -1.7529, 6.0464], [2.6327, -1.6893, 6.0721], [0.6874, -3.1599, 6.4910], [0.5371, -1.4259, 4.6628], [-0.8063, -1.6898, 4.3917], [-1.4022, -1.3675, 3.1732], [-0.6105, -0.7585, 2.2244], [-0.9304, -0.3521, 0.9842], [0.2493, 0.2151, 0.3492], [1.2808, 0.0845, 1.3906], [0.7325, -0.4930, 2.4729], [1.3242, -0.8133, 3.6787], [0.9725, -0.9224, 8.0558], [-0.5207, -0.7762, 7.1154], [0.8428, 0.2819, 6.7638], [2.9952, -2.0000, 7.0550], [2.9979, -0.6781, 5.8945], [3.0795, -2.3419, 5.3220], [1.1595, -3.4079, 7.4455], [0.9864, -3.9078, 5.7564], [-0.3897, -3.2398, 6.6269], [-1.4204, -2.1563, 5.1505], [-2.4427, -1.5786, 2.9772], [2.3703, -0.5945, 3.8295]],
  "atomic_forces_ev_per_a": [[-0.682, 0.098, -0.558], [-0.173, -0.001, 0.090], [0.633, -0.046, -0.122], [-0.171, -0.012, -0.001], [-0.423, -0.061, -0.272], [-0.044, -0.102, 0.067], [-0.108, -0.048, -0.136], [0.107, 0.034, 0.109], [0.015, 0.000, 0.099], [0.261, 0.343, 0.106], [0.224, -0.319, -0.125], [-0.120, 0.046, 0.118], [0.015, 0.075, 0.053], [0.008, 0.027, -0.019], [0.008, -0.023, -0.031], [0.064, 0.000, 0.014], [-0.047, -0.017, -0.020], [0.035, -0.016, 0.017], [0.026, 0.013, -0.039], [-0.057, -0.023, 0.055], [-0.004, -0.001, 0.006], [0.000, 0.003, 0.003], [0.021, 0.018, 0.051], [-0.007, 0.040, -0.072], [-0.024, -0.027, -0.013], [0.027, -0.020, 0.003], [0.045, 0.023, 0.010], [0.003, -0.008, 0.017], [0.001, -0.048, -0.019], [0.017, -0.085, -0.034], [0.008, 0.066, -0.095], [0.020, -0.044, 0.242], [0.017, 0.004, 0.009], [-0.033, 0.027, -0.173], [0.013, 0.003, 0.132], [-0.060, -0.104, -0.086], [-0.124, 0.391, 0.040], [0.021, -0.108, 0.020], [-0.030, 0.011, 0.037], [-0.098, -0.034, 0.095], [-0.064, 0.005, 0.052], [0.010, -0.049, 0.004], [0.026, -0.069, -0.010], [0.181, -0.002, -0.021], [-0.022, 0.069, 0.020], [0.011, 0.017, 0.028], [0.074, -0.001, -0.036], [0.042, -0.002, 0.006], [-0.007, -0.063, -0.063], [0.005, 0.026, -0.064], [-0.018, -0.012, -0.021], [-0.019, -0.015, -0.022], [-0.002, 0.006, -0.031], [0.034, 0.120, -0.047], [0.004, -0.013, 0.001], [-0.008, 0.003, 0.004], [-0.004, -0.009, 0.007], [0.005, -0.027, 0.002], [-0.002, -0.002, -0.021], [0.043, -0.019, 0.030], [0.018, -0.020, 0.004], [0.005, -0.014, -0.004], [-0.022, 0.044, 0.007], [0.032, 0.174, -0.096], [0.101, -0.258, -0.377], [-0.065, 0.001, 0.171], [0.005, 0.163, -0.182], [0.085, -0.309, 0.158], [-0.024, 0.283, 0.161], [-0.104, 0.185, -0.139], [-0.075, -0.063, 0.117], [0.000, 0.057, -0.071], [-0.007, -0.154, 0.157], [0.063, 0.011, -0.025], [-0.016, 0.017, -0.007], [-0.106, 0.156, 0.018], [0.119, -0.081, -0.127], [0.023, -0.077, 0.104], [0.040, 0.015, 0.010], [-0.036, -0.001, -0.037], [0.049, -0.003, 0.065], [0.000, -0.053, -0.041], [0.110, -0.078, 0.102], [-0.032, 0.060, -0.007], [0.085, 0.038, -0.007], [0.096, 0.299, -0.043], [-0.017, 0.480, -0.004], [0.266, -0.643, 0.245], [0.005, 0.006, -0.002], [-0.034, -0.022, 0.006], [-0.057, -0.004, -0.023], [0.015, 0.004, -0.004], [-0.021, -0.014, 0.030], [0.031, 0.011, -0.022], [0.032, 0.028, 0.040], [0.015, -0.026, 0.033], [0.017, -0.005, 0.053], [0.007, 0.012, 0.036], [0.151, 0.060, -0.032], [0.089, -0.140, 0.337], [0.061, 0.086, -0.468], [-0.050, -0.168, 0.720], [-0.079, 0.142, -0.417], [-0.217, -0.135, 0.238], [-0.117, -0.057, -0.026], [0.015, -0.018, 0.043], [-0.036, -0.008, -0.013], [0.022, 0.031, -0.026], [0.001, -0.004, 0.012], [0.002, 0.053, -0.014], [-0.018, -0.058, -0.033], [0.002, 0.008, 0.024], [0.035, -0.007, -0.044], [-0.049, -0.005, -0.005], [-0.032, -0.020, 0.037], [-0.111, -0.030, -0.028], [0.057, 0.016, -0.001]],
  "mulliken_charge": [0.817, -1.323, 1.279, -1.657, -0.158, -0.465, -0.940, -0.721, -0.375, 0.178, 1.583, -1.435, -1.483, 0.425, 0.373, 0.242, 0.400, 0.048, 0.532, 0.227, 0.390, 0.408, 0.249, 0.372, 0.233, 0.441, 0.440, 0.388, 0.196, 0.151, -0.042, -0.694, -0.474, -0.816, -0.340, -0.011, 1.482, -0.034, -0.338, -0.490, -0.581, -0.662, -0.266, 0.319, 0.309, -0.698, -0.615, -0.663, -0.778, 0.513, 0.333, 0.402, 0.357, 0.244, 0.418, 0.347, 0.406, 0.439, 0.089, 0.446, 0.321, 0.351, 0.331, -0.064, 0.170, -0.583, -0.930, -0.049, 0.392, 0.317, -0.511, -0.810, -0.590, 0.365, 0.243, -0.507, 0.255, 0.476, -0.249, 0.100, -0.512, -0.256, -0.308, -0.166, -0.543, 0.849, -0.824, -0.641, 0.407, 0.454, 0.465, 0.404, -1.674, 1.925, -2.068, -1.738, 0.787, -0.269, -1.697, 0.489, 0.329, 0.842, -1.037, 0.075, -0.577, 0.442, 0.348, 0.344, 0.453, 0.341, 0.433, 0.447, 0.386, 0.329, 0.251, 0.616, 0.441],
  "gap_ev": 5.919,
  "charge": -2,
  "fmax_ev_per_a": 0.9,
  "lumo_energy_ev": 3.532,
  "relative_energy_kj_mol": 0.0
}